Entry from the OMol25 dataset: C19H24N2O4S in the gas phase (the ωB97M-V functional and the def2-TZVPD basis).

* HOMO: -8.782 eV
* total charge: 0
* SMILES string: C[C@H]1CCCC[C@H]1NC(=O)c1ccc(S(=O)(=O)NCc2ccco2)cc1
* LUMO: 0.17 eV

Geometry (Å):
S (-1.05734, -3.71461, -2.86444)
O (1.55828, 2.44654, -2.03211)
O (-1.17569, -3.78297, -4.29024)
O (-0.50309, -3.47440, 0.45020)
O (-2.18720, -4.05791, -2.05926)
N (0.70171, 2.12800, 0.03514)
N (0.21532, -4.73559, -2.49722)
C (-0.79440, 3.67565, 2.20076)
C (-0.07625, 4.26864, 0.98675)
C (-1.22619, -1.35142, -1.47686)
C (-0.16441, -4.65001, -0.12175)
C (0.86277, -4.63270, -1.20111)
C (1.12702, 3.39742, 0.58297)
C (-1.03285, 4.45935, -0.18715)
C (-1.75913, -5.06419, 1.36864)
C (2.06981, 3.18873, 1.77303)
C (1.34069, 2.61316, 2.98486)
C (-0.77768, -0.10215, -1.08400)
C (0.16532, 3.50399, 3.37445)
C (0.40298, 0.41157, -1.61352)
C (-1.47073, -3.73721, 1.34662)
C (0.66266, -1.57086, -2.95479)
C (0.94142, 1.76137, -1.24012)
C (-0.49381, -2.07782, -2.39349)
C (1.10739, -0.32030, -2.56641)
C (-0.90541, -5.66176, 0.41080)
H (-2.48491, -5.55797, 1.98096)
H (-2.13604, -1.78078, -1.08921)
H (1.45145, -3.70652, -1.10967)
H (-0.85529, -6.69698, 0.14575)
H (-1.82187, 5.15968, 0.07658)
H (0.23454, 1.49066, 0.65797)
H (1.19172, -2.14701, -3.69841)
H (1.66965, 3.89193, -0.23042)
H (0.54191, 4.48367, 3.67679)
H (-1.49364, 3.51508, -0.46923)
H (2.88396, 2.52565, 1.47383)
H (-1.23272, 2.70954, 1.93860)
H (2.50415, 4.15346, 2.04099)
H (2.03735, 2.53163, 3.82143)
H (1.53023, -5.49285, -1.09334)
H (1.99973, 0.11376, -2.99145)
H (-0.49963, 4.84598, -1.05202)
H (-1.36788, 0.47604, -0.38782)
H (0.98062, 1.60529, 2.76362)
H (-0.36304, 3.07218, 4.22693)
H (-1.61485, 4.33566, 2.48985)
H (0.85141, -4.78877, -3.27720)
H (-1.86142, -2.90759, 1.90175)
H (0.32341, 5.24775, 1.27198)

Results of the natural (NBO) charge analysis, in e, for atoms 1 through 6: atom 1 (S): 2.312, atom 2 (O): -0.617, atom 3 (O): -0.936, atom 4 (O): -0.409, atom 5 (O): -0.924, atom 6 (N): -0.622

Entry from the OMol25 dataset: C19H24N2O4S2 in the gas phase (the ωB97M-V functional and the def2-TZVPD basis).

* HOMO: -8.170 eV
* total charge: 0
* SMILES string: CCN(CC)S(=O)(=O)c1cccc(NC(=O)c2ccc(SC)cc2OC)c1
* LUMO: 0.53 eV

Geometry (Å):
S (-2.27582, -0.23544, 0.76465)
S (1.80783, -3.24732, 1.59610)
O (3.16138, 0.50831, -1.59190)
O (3.60557, 3.05880, -0.19991)
O (-3.68670, -0.22297, 1.01301)
O (-1.44358, -1.02758, 1.62879)
N (1.43361, 3.32855, 0.24928)
N (-2.02033, -0.74828, -0.78408)
C (-2.68792, 0.03202, -1.79711)
C (-1.95384, 3.70087, 1.61874)
C (-0.66702, 3.98736, 1.20353)
C (0.13147, 3.00567, 0.60984)
C (-3.32899, -0.83197, -2.87762)
C (2.56738, 2.54816, 0.15077)
C (2.58585, -1.21897, 0.01279)
C (-0.79194, -1.44577, -1.09799)
C (0.54845, -3.21632, 2.90129)
C (-0.41972, 1.74251, 0.39292)
C (1.97324, 0.78248, 1.81821)
C (-1.68637, 1.46207, 0.85850)
C (3.60261, -0.46261, -2.51046)
C (1.79552, -0.53602, 2.18732)
C (-2.46564, 2.42004, 1.47498)
C (-1.02108, -2.94107, -1.29902)
C (2.75925, 0.10497, -0.36190)
C (2.07653, -1.53877, 1.26927)
C (2.42254, 1.12205, 0.54871)
H (1.62565, 4.31749, 0.13208)
H (-0.11738, -1.31835, -0.24941)
H (-3.98108, -1.56862, -2.41777)
H (-1.65516, -3.13371, -2.15927)
H (4.42927, -1.05248, -2.10447)
H (-0.26261, 4.97882, 1.34853)
H (-3.46402, 0.59197, -1.27159)
H (-0.06670, -3.44255, -1.43934)
H (-2.55223, 4.47343, 2.07673)
H (1.00243, -2.96592, 3.85589)
H (-0.33442, -0.99607, -1.98673)
H (2.78925, -1.13284, -2.80934)
H (2.81070, -2.02701, -0.66424)
H (-1.50131, -3.34688, -0.41337)
H (3.94928, 0.09495, -3.37881)
H (-0.22670, -2.50620, 2.62402)
H (-3.91727, -0.20590, -3.54355)
H (0.14249, -4.22232, 2.94236)
H (1.42992, -0.76931, 3.17217)
H (1.75264, 1.56662, 2.52733)
H (0.13550, 0.97896, -0.12122)
H (-2.57148, -1.34485, -3.46422)
H (-3.44974, 2.15062, 1.82105)
H (-1.98931, 0.74940, -2.25553)

Results of the natural (NBO) charge analysis, in e, for atoms 1 through 6: atom 1 (S): 2.345, atom 2 (S): 0.253, atom 3 (O): -0.484, atom 4 (O): -0.567, atom 5 (O): -0.938, atom 6 (O): -0.961

Entry from the OMol25 dataset: a molecular structure, C19H24N2O5V (the ωB97M-V functional and the def2-TZVPD basis).

* HOMO (alpha / beta): -6.222 / -7.578 eV
* spin multiplicity: 4
* total charge: 0
* LUMO (alpha / beta): -0.03 / -0.22 eV

Geometry (Å):
V (-0.42408, -0.35882, -0.03764)
O (6.31572, 2.06521, -3.10435)
O (-1.39549, 1.30699, -0.15437)
O (0.91024, -1.36948, -0.31415)
O (0.49991, 0.75478, -1.63965)
O (6.61420, 0.05769, -2.36831)
N (5.89486, 1.00197, -2.66570)
N (-1.68267, 3.45455, -0.69212)
C (-0.83616, -1.21107, 1.90643)
C (-1.99547, 0.94063, 2.75043)
C (-0.95928, 2.45169, -0.15072)
C (1.73514, 0.74502, -1.92884)
C (-4.19827, -0.09912, 0.63958)
C (2.05744, -1.41873, -0.82475)
C (2.30393, 1.81836, -2.67965)
C (-2.49056, -2.01167, 0.51208)
C (3.98211, -0.25724, -1.84470)
C (4.49854, 0.86542, -2.47385)
C (0.30213, -1.15609, 2.88787)
C (-2.91331, -0.76883, 1.00783)
C (-3.24788, -2.88574, -0.43563)
C (-1.19234, -2.28076, 1.04271)
C (2.62298, -0.32739, -1.53638)
C (3.64412, 1.89006, -2.91880)
C (-1.90291, -0.26289, 1.86183)
C (0.33495, 2.86950, 0.49561)
C (-0.49357, -3.60078, 0.90743)
H (4.64706, -1.05508, -1.55215)
H (-2.32778, 0.65225, 3.75064)
H (-2.96945, -3.92920, -0.30456)
H (-5.05070, -0.69671, 0.96646)
H (-4.31963, -2.78810, -0.27077)
H (-4.27455, 0.88462, 1.09682)
H (-2.70196, 1.67199, 2.36203)
H (0.72833, 2.04884, 1.09867)
H (0.85451, -0.21429, 2.80064)
H (-2.50642, 3.21092, -1.21662)
H (-0.07520, -1.22942, 3.90885)
H (0.51250, -3.56354, 1.31986)
H (-3.04285, -2.60742, -1.47311)
H (-1.05241, -4.37200, 1.44258)
H (-1.02239, 1.42129, 2.85210)
H (4.09233, 2.71620, -3.45122)
H (0.17483, 3.75716, 1.10210)
H (2.65624, -2.33165, -0.70707)
H (1.63169, 2.58339, -3.03896)
H (-1.31339, 4.38441, -0.78216)
H (-0.42191, -3.90021, -0.13859)
H (-4.26408, 0.01546, -0.44396)
H (0.99903, -1.97379, 2.71643)
H (1.06194, 3.10164, -0.28020)

Results of the natural (NBO) charge analysis, in e, for atoms 1 through 6: atom 1 (V): 1.260, atom 2 (O): -0.404, atom 3 (O): -0.649, atom 4 (O): -0.605, atom 5 (O): -0.753, atom 6 (O): -0.403

Entry from the OMol25 dataset: C19H24N2O8S in the gas phase (the ωB97M-V functional and the def2-TZVPD basis).

* HOMO: -9.011 eV
* total charge: 0
* SMILES string: CCOC(=O)Cn1c(=O)oc2cc(S(=O)(=O)N3CCC[C@H](C(=O)OCC)C3)ccc21
* LUMO: 0.50 eV

Geometry (Å):
S (-0.76384, -3.55358, 0.56337)
O (-0.72916, -4.71085, -0.27760)
O (5.00168, 1.35386, -2.06958)
O (3.23621, 1.26806, -0.68156)
O (2.92398, -0.57323, 2.69572)
O (4.76049, 0.76429, 2.72714)
O (-1.61676, 1.78070, 0.48417)
O (-1.28819, -3.66608, 1.88868)
O (-3.80216, 1.62940, 0.94034)
N (4.21695, -0.50842, 0.88508)
N (-1.65648, -2.38834, -0.23066)
C (1.66191, -2.81685, -0.48359)
C (2.83714, -2.08039, -0.53411)
C (1.51173, 2.93967, -0.61401)
C (-2.69168, -0.12555, -1.64288)
C (-5.22369, 3.36088, 1.78174)
C (-2.65336, 1.16479, 0.47151)
C (5.15143, 0.04837, -0.04762)
C (-1.47324, -2.29730, -1.65935)
C (4.04322, -0.00981, 2.16679)
C (-3.79221, 2.95133, 1.49475)
C (-2.64213, -1.52061, -2.25733)
C (-2.80460, -0.22695, -0.11490)
C (3.16669, -1.34701, 0.59158)
C (1.19362, -2.09333, 1.79303)
C (-1.67942, -1.11083, 0.43525)
C (2.47859, 2.17276, -1.49686)
C (0.86564, -2.80684, 0.64934)
C (4.46831, 0.96748, -1.06648)
C (2.36636, -1.37488, 1.74558)
H (-2.52282, -1.45197, -3.33904)
H (-5.67827, 2.66470, 2.48085)
H (-1.83211, -1.31007, 1.49681)
H (-0.52814, -1.78419, -1.90137)
H (1.94649, 1.58250, -2.25078)
H (0.78027, 2.27674, -0.15958)
H (-0.72603, -0.57303, 0.30474)
H (2.05480, 3.45296, 0.17506)
H (1.35161, -3.42117, -1.32076)
H (5.69310, -0.73680, -0.58204)
H (-1.43582, -3.31846, -2.03835)
H (3.17683, 2.84363, -2.00827)
H (3.45715, -2.07047, -1.41582)
H (-5.23786, 4.35768, 2.21233)
H (0.98578, 3.67587, -1.21480)
H (-3.31406, 3.62800, 0.77829)
H (0.55295, -2.12240, 2.65737)
H (-3.54150, 0.43417, -2.03722)
H (-5.80567, 3.36161, 0.86419)
H (-1.77776, 0.42001, -1.89099)
H (-3.18872, 2.94102, 2.40860)
H (-3.77765, -0.63655, 0.16066)
H (5.86919, 0.64765, 0.52315)
H (-3.56880, -2.05220, -2.04061)

Results of the natural (NBO) charge analysis, in e, for atoms 1 through 6: atom 1 (S): 2.342, atom 2 (O): -0.934, atom 3 (O): -0.585, atom 4 (O): -0.516, atom 5 (O): -0.432, atom 6 (O): -0.584

| no. | F_max (eV Å⁻¹) |
| --- | --- |
| 1 | 1.03 |
| 2 | 1.18 |
| 3 | 4.45 |
| 4 | 1.10 |